The following is a quantum chemistry calculation of 2 unconnected molecules or ions with the total composition C4H14N2 at a distorted geometry, from the OMol25 dataset.

Each line ends with the natural charge from an NBO analysis.
Element x y z (Å)
C  1.473  1.148  0.967  -0.629
C  2.616  2.188  0.834  -0.218
N  2.834  3.252  1.837  -0.820
H  0.643  1.667  1.475  0.193
H  1.763  0.392  1.705  0.206
H  1.153  0.845  -0.028  0.218
H  2.451  2.729  -0.103  0.177
H  3.521  1.595  0.778  0.183
H  1.920  3.387  2.275  0.340
H  3.403  2.956  2.625  0.349
C  -1.899  -2.572  -2.183  -0.619
C  -2.109  -2.278  -0.704  -0.228
N  -2.886  -0.994  -0.712  -0.822
H  -1.167  -1.872  -2.553  0.197
H  -2.802  -2.539  -2.797  0.222
H  -1.440  -3.545  -2.387  0.206
H  -1.243  -2.392  -0.046  0.174
H  -2.852  -2.934  -0.212  0.181
H  -2.240  -0.272  -1.014  0.340
H  -3.139  -0.762  0.241  0.349

Computed properties:
* largest force on an atom: 2.7 eV/Å
* LUMO: 0.9 eV
* SMILES: CCN.CCN
* ΔE to the lowest compared entry with this formula, charge and spin: 16.5 kcal per mole
* E_HOMO: -9.52 eV
* Kohn-Sham gap: 10.4 eV
* charge: 0
* multiplicity: 1